# 1
{
  "formula": "C7H12N4",
  "method": "ωB97M-V with the def2-TZVPD basis set",
  "species": ["C", "C", "C", "C", "C", "C", "C", "N", "N", "N", "N", "H", "H", "H", "H", "H", "H", "H", "H", "H", "H", "H", "H"],
  "coordinates": [[1.345, -1.675, -1.076], [1.819, -1.071, 0.985], [1.354, 1.839, -1.394], [1.705, -0.656, 2.255], [-1.606, -1.669, -0.615], [-0.466, 2.097, 0.024], [-0.559, -1.454, 0.409], [2.646, -1.545, -0.948], [2.960, -1.194, 0.261], [0.190, 1.486, -1.095], [0.713, -1.419, 0.109], [0.842, -1.963, -1.974], [1.928, 2.590, -0.831], [1.837, 1.375, -2.242], [0.758, -0.566, 2.753], [2.592, -0.396, 2.800], [-2.590, -1.485, -0.193], [-1.439, -0.995, -1.455], [-1.580, -2.692, -0.998], [-1.362, 2.596, -0.346], [0.167, 2.819, 0.555], [-0.778, 1.306, 0.708], [-0.837, -1.282, 1.438]],
  "atomic_forces_ev_per_a": [[-0.468, -0.125, -0.145], [-0.533, -0.129, -0.332], [0.364, 0.170, 0.099], [-0.190, 0.073, 0.305], [0.260, -0.050, -0.003], [-0.008, 0.174, 0.174], [-1.375, 0.124, 0.497], [0.188, -0.219, -0.971], [0.640, 0.326, 0.812], [-0.257, -0.406, -0.347], [1.539, 0.078, 0.059], [-0.168, -0.040, -0.153], [-0.113, -0.035, -0.012], [0.170, -0.080, -0.145], [-0.177, 0.016, 0.064], [0.220, 0.015, 0.062], [-0.020, -0.007, -0.013], [-0.052, 0.093, -0.141], [-0.038, -0.101, -0.088], [-0.048, 0.019, 0.136], [-0.051, 0.004, 0.054], [-0.053, 0.091, 0.088], [0.169, 0.010, -0.002]],
  "mulliken_charge": [-0.206, 0.740, -0.329, -1.104, -1.335, -0.733, 0.125, -0.428, -0.520, -0.239, 0.231, 0.463, 0.243, 0.288, 0.258, 0.309, 0.334, 0.369, 0.365, 0.284, 0.346, 0.174, 0.364],
  "multiplicity": 1,
  "de_lowest_kj_mol": 303.1,
  "gap_ev": [6.65, 7.28]
}


# 2
{
  "formula": "C7H12N6O",
  "method": "ωB97M-V with the def2-TZVPD basis set",
  "species": ["C", "C", "C", "C", "C", "C", "C", "N", "N", "N", "N", "N", "N", "O", "H", "H", "H", "H", "H", "H", "H", "H", "H", "H", "H", "H"],
  "coordinates": [[-0.189, 0.986, -0.643], [1.798, 2.305, -1.217], [-0.926, 1.849, -1.462], [0.994, 2.918, -2.125], [1.137, 1.299, -0.518], [-0.510, -3.119, 3.997], [-1.042, 3.483, -3.235], [0.127, -2.526, 2.977], [-1.205, -2.383, 3.117], [-0.291, 2.701, -2.276], [-0.402, -3.832, 5.064], [0.359, -2.368, -0.005], [1.579, -2.494, -0.160], [-2.275, -1.948, 2.666], [-0.585, 0.164, -0.102], [2.839, 2.625, -1.307], [-2.045, 1.795, -1.635], [1.429, 3.628, -2.810], [-1.256, 2.933, -4.219], [-2.116, 3.669, -2.765], [-0.705, 4.541, -3.519], [0.461, -4.177, 5.397], [-1.216, -4.207, 5.520], [-0.335, -2.900, -0.493], [2.141, -1.660, 0.214], [2.236, -3.284, -0.460]],
  "atomic_forces_ev_per_a": [[0.193, 1.335, -0.251], [-0.046, -0.896, 0.182], [-1.636, -1.510, -0.488], [1.490, 1.176, -1.096], [0.925, 0.627, -0.503], [0.246, -0.489, 0.816], [-4.068, 1.587, -1.598], [-0.096, 0.691, -0.630], [-3.551, 0.794, -1.043], [-0.739, 0.436, 0.664], [-1.198, 0.351, -0.716], [-4.720, 1.625, 1.556], [7.012, 0.590, -0.277], [3.795, -1.171, 1.171], [-0.681, -0.491, 0.327], [-0.190, -0.607, 0.843], [1.558, -0.110, 0.475], [-0.025, 0.193, -0.114], [0.662, 0.495, 1.555], [2.252, -0.420, -0.988], [0.314, -1.788, 0.889], [1.363, -0.285, 0.179], [-0.509, 0.082, 0.205], [0.536, -1.226, -0.681], [-0.970, -1.905, -0.677], [-1.918, 0.915, 0.200]],
  "mulliken_charge": [-0.470, -0.619, -0.010, 0.115, 0.075, 0.656, -0.873, -0.222, 0.553, 0.143, -0.242, -0.397, -0.181, -0.428, 0.482, 0.390, 0.329, 0.382, 0.328, 0.320, 0.369, 0.283, 0.295, 0.209, 0.258, 0.253],
  "multiplicity": 1,
  "de_lowest_kj_mol": 479.7,
  "charge": 2,
  "gap_ev": [7.62, 4.47]
}


# 3
{
  "formula": "C7H12NO2S",
  "method": "ωB97M-V with the def2-TZVPD basis set",
  "species": ["C", "C", "C", "C", "C", "C", "C", "N", "O", "O", "S", "H", "H", "H", "H", "H", "H", "H", "H", "H", "H", "H", "H"],
  "coordinates": [[0.054, 0.015, 0.547], [-1.145, 0.273, 1.173], [0.692, 0.966, -0.478], [-1.660, -0.967, 1.973], [0.640, -1.389, 0.628], [-1.922, 1.492, 1.367], [2.155, 1.184, -2.435], [0.590, -1.946, -0.701], [0.226, 2.089, -0.661], [1.618, 0.442, -1.314], [-0.463, -2.356, 1.814], [-1.682, -0.870, 3.046], [-2.705, -1.216, 1.508], [1.634, -1.435, 1.020], [-1.978, 1.953, 2.333], [-2.990, 1.284, 1.020], [-1.710, 2.214, 0.532], [3.281, 1.151, -2.541], [2.095, 2.299, -2.427], [1.692, 0.832, -3.259], [0.995, -2.867, -0.790], [0.982, -1.225, -1.460], [-0.398, -1.923, -0.896]],
  "atomic_forces_ev_per_a": [[-0.241, 0.465, -0.701], [2.196, -2.329, 1.623], [-2.567, 2.998, -0.200], [-0.909, -0.244, -2.007], [-1.344, 0.778, 2.471], [-2.186, 1.118, -3.896], [2.831, 2.912, 1.674], [0.272, 1.407, -2.937], [1.365, -2.124, 0.505], [0.712, -0.571, 0.609], [0.527, 0.992, -1.298], [-0.587, 0.736, 0.244], [1.828, 0.252, 1.187], [0.689, 0.109, 0.014], [0.361, -0.046, 0.552], [0.917, -0.228, 1.014], [0.514, -0.246, 1.351], [-1.214, -1.152, 0.602], [-1.049, -0.899, 0.704], [-1.361, -1.115, -2.762], [0.003, -0.433, -0.175], [-0.051, -1.481, 1.906], [-0.706, -0.901, -0.479]],
  "mulliken_charge": [-0.230, 0.454, 0.633, -0.578, -0.260, -1.229, -0.793, -0.173, -0.583, -0.447, -0.102, 0.389, 0.363, 0.497, 0.354, 0.350, 0.277, 0.283, 0.312, 0.369, 0.341, 0.327, 0.444],
  "multiplicity": 1,
  "de_lowest_kj_mol": 0.0,
  "charge": 1,
  "gap_ev": 9.74
}


# 4
{
  "formula": "C7H12NO3",
  "method": "ωB97M-V with the def2-TZVPD basis set",
  "species": ["C", "C", "O", "N", "C", "C", "C", "C", "C", "O", "O", "H", "H", "H", "H", "H", "H", "H", "H", "H", "H", "H", "H"],
  "coordinates": [[3.063, -0.406, 0.238], [1.962, 0.299, -0.525], [1.695, 0.043, -1.673], [1.275, 1.275, 0.251], [-0.044, 1.713, -0.255], [-1.160, 1.268, 0.691], [-1.472, -0.233, 0.744], [-1.599, -0.950, -0.595], [-1.954, -2.468, -0.454], [-2.465, -2.816, 0.631], [-1.738, -3.156, -1.472], [2.663, -0.831, 1.158], [3.852, 0.308, 0.503], [3.489, -1.191, -0.387], [1.899, 2.068, 0.355], [-0.048, 2.808, -0.312], [-0.200, 1.335, -1.268], [-0.884, 1.603, 1.701], [-2.071, 1.814, 0.407], [-0.739, -0.750, 1.376], [-2.426, -0.355, 1.268], [-0.688, -0.882, -1.197], [-2.409, -0.494, -1.185]],
  "atomic_forces_ev_per_a": [[0.157, 0.054, -0.151], [-0.011, 0.234, 0.049], [-0.092, -0.191, 0.222], [0.006, -0.081, -0.724], [-0.018, 0.092, 0.132], [-0.075, 0.020, -0.058], [-0.026, 0.008, 0.070], [0.032, -0.019, 0.056], [-0.242, 0.263, -0.151], [-0.004, -0.069, 0.273], [0.129, -0.099, -0.143], [0.012, 0.054, -0.060], [-0.117, -0.066, 0.040], [-0.042, 0.096, 0.053], [0.022, -0.163, 0.471], [0.056, -0.094, -0.002], [0.029, -0.022, 0.103], [-0.123, 0.067, -0.098], [0.107, -0.045, -0.024], [0.017, 0.046, -0.161], [0.150, -0.068, 0.042], [-0.096, 0.021, 0.040], [0.132, -0.039, 0.019]],
  "mulliken_charge": [-1.158, 0.674, -0.552, -0.260, -0.624, -0.763, -0.391, -0.263, 0.383, -0.732, -0.751, 0.272, 0.308, 0.336, 0.277, 0.440, 0.301, 0.298, 0.362, 0.225, 0.364, 0.109, 0.145],
  "multiplicity": 1,
  "de_lowest_kj_mol": 0.0,
  "charge": -1,
  "gap_ev": 6.82
}


# 5
{
  "formula": "C7H12NO3",
  "method": "ωB97M-V with the def2-TZVPD basis set",
  "species": ["C", "C", "C", "C", "C", "C", "C", "N", "O", "O", "O", "H", "H", "H", "H", "H", "H", "H", "H", "H", "H", "H", "H"],
  "coordinates": [[-0.862, -0.357, -0.494], [-1.960, -0.978, -0.054], [0.696, 1.267, -0.715], [1.419, -0.030, -0.163], [1.497, 0.012, 1.366], [2.754, -0.291, -0.856], [-3.471, 0.576, 0.594], [0.464, -1.107, -0.628], [0.672, -2.291, -0.009], [-0.691, 1.018, -0.813], [-3.271, -0.512, -0.300], [-1.975, -2.067, -0.104], [0.771, 2.287, -0.261], [1.160, 1.452, -1.764], [2.114, 0.816, 1.439], [1.617, -1.040, 1.697], [0.489, 0.102, 1.813], [2.459, -1.134, -1.664], [3.512, -0.684, -0.251], [3.133, 0.548, -1.344], [-4.245, 1.126, 0.187], [-2.548, 1.085, 0.697], [-3.733, 0.202, 1.628]],
  "atomic_forces_ev_per_a": [[3.040, -0.869, 0.016], [-1.004, -1.301, -1.826], [1.751, 0.483, -2.085], [-1.621, 0.260, -0.149], [-2.974, -3.177, -1.200], [-2.412, -2.682, -1.861], [0.271, -2.330, 1.280], [-2.003, 3.208, -0.034], [-0.510, 0.090, 0.152], [-0.556, -2.571, 0.577], [0.521, 0.744, 0.963], [0.642, 0.255, 0.534], [0.430, -1.056, 0.504], [-0.992, -0.409, 1.178], [2.200, 1.937, 1.912], [1.462, 0.630, -0.072], [0.172, 1.033, -0.410], [0.996, 1.958, 1.674], [0.970, -0.698, 1.171], [0.625, 1.556, -0.949], [-1.594, 1.579, -0.566], [0.581, 1.107, 0.020], [0.006, 0.254, -0.828]],
  "mulliken_charge": [0.170, -0.463, -0.713, 1.751, -1.891, -1.749, -0.630, 0.013, -0.817, -0.373, -0.351, 0.327, 0.203, 0.297, 0.621, 0.420, 0.321, 0.352, 0.390, 0.387, 0.235, 0.279, 0.222],
  "multiplicity": 1,
  "de_lowest_kj_mol": 607.2,
  "charge": -1,
  "gap_ev": [5.66, 5.67]
}


# 6
{
  "formula": "C7H12O",
  "method": "ωB97M-V with the def2-TZVPD basis set",
  "species": ["C", "C", "C", "C", "C", "C", "C", "H", "H", "H", "H", "H", "H", "H", "H", "H", "H", "H", "H", "O"],
  "coordinates": [[0.885, -1.238, -1.717], [0.790, -0.441, -0.539], [1.590, 0.663, -0.561], [0.231, -0.746, 1.797], [-0.152, -0.731, 0.556], [-1.292, -1.680, 0.474], [-1.225, -3.009, 0.490], [0.193, -0.904, -2.441], [0.897, -2.356, -1.501], [1.872, -0.973, -2.343], [1.552, 1.437, 0.256], [2.028, 1.026, -1.398], [-0.407, -1.341, 2.665], [1.140, -0.247, 2.283], [-2.206, -1.141, 0.667], [-2.109, -3.651, 0.723], [-0.333, -3.742, 0.448], [-1.450, 6.786, 0.748], [-0.516, 5.987, -0.415], [-1.490, 6.300, -0.194]],
  "atomic_forces_ev_per_a": [[2.881, -2.472, -2.636], [1.469, 4.042, 0.909], [-3.005, -0.081, 4.229], [0.781, 0.217, 6.120], [1.085, -2.431, -0.974], [-0.308, -0.421, -0.598], [-0.022, -2.137, 0.417], [-1.611, -0.451, -0.753], [-0.343, 1.400, -0.661], [-1.778, -0.805, 1.771], [-0.117, -0.985, -0.677], [1.860, 0.338, -2.522], [1.492, 1.841, -2.474], [-1.132, -0.657, -1.256], [-0.692, -0.440, -0.242], [0.365, 1.016, -0.496], [-0.924, 2.030, -0.157], [0.208, -1.782, -3.312], [-3.005, 1.135, 1.018], [2.796, 0.645, 2.294]],
  "mulliken_charge": [-1.141, 1.046, -1.288, -0.695, 0.304, -0.552, -0.559, 0.331, 0.277, 0.319, 0.236, 0.405, 0.234, 0.270, 0.343, 0.247, 0.222, 0.336, 0.334, -0.670],
  "multiplicity": 1,
  "de_lowest_kj_mol": 406.9,
  "gap_ev": 9.33
}


Repeat the fifth record exactly.
{
  "formula": "C7H12NO3",
  "method": "ωB97M-V with the def2-TZVPD basis set",
  "species": ["C", "C", "C", "C", "C", "C", "C", "N", "O", "O", "O", "H", "H", "H", "H", "H", "H", "H", "H", "H", "H", "H", "H"],
  "coordinates": [[-0.862, -0.357, -0.494], [-1.960, -0.978, -0.054], [0.696, 1.267, -0.715], [1.419, -0.030, -0.163], [1.497, 0.012, 1.366], [2.754, -0.291, -0.856], [-3.471, 0.576, 0.594], [0.464, -1.107, -0.628], [0.672, -2.291, -0.009], [-0.691, 1.018, -0.813], [-3.271, -0.512, -0.300], [-1.975, -2.067, -0.104], [0.771, 2.287, -0.261], [1.160, 1.452, -1.764], [2.114, 0.816, 1.439], [1.617, -1.040, 1.697], [0.489, 0.102, 1.813], [2.459, -1.134, -1.664], [3.512, -0.684, -0.251], [3.133, 0.548, -1.344], [-4.245, 1.126, 0.187], [-2.548, 1.085, 0.697], [-3.733, 0.202, 1.628]],
  "atomic_forces_ev_per_a": [[3.040, -0.869, 0.016], [-1.004, -1.301, -1.826], [1.751, 0.483, -2.085], [-1.621, 0.260, -0.149], [-2.974, -3.177, -1.200], [-2.412, -2.682, -1.861], [0.271, -2.330, 1.280], [-2.003, 3.208, -0.034], [-0.510, 0.090, 0.152], [-0.556, -2.571, 0.577], [0.521, 0.744, 0.963], [0.642, 0.255, 0.534], [0.430, -1.056, 0.504], [-0.992, -0.409, 1.178], [2.200, 1.937, 1.912], [1.462, 0.630, -0.072], [0.172, 1.033, -0.410], [0.996, 1.958, 1.674], [0.970, -0.698, 1.171], [0.625, 1.556, -0.949], [-1.594, 1.579, -0.566], [0.581, 1.107, 0.020], [0.006, 0.254, -0.828]],
  "mulliken_charge": [0.170, -0.463, -0.713, 1.751, -1.891, -1.749, -0.630, 0.013, -0.817, -0.373, -0.351, 0.327, 0.203, 0.297, 0.621, 0.420, 0.321, 0.352, 0.390, 0.387, 0.235, 0.279, 0.222],
  "multiplicity": 1,
  "de_lowest_kj_mol": 607.2,
  "charge": -1,
  "gap_ev": [5.66, 5.67]
}